*w*
Computed, not measured: C6H11OP in the gas phase, with ωB97M-V with the def2-TZVPD basis set.

Net charge ... 0
Structure (SMILES) ... CC1=C[P@H](=O)C[C@H]1C
2S+1 ... 1
Kohn-Sham gap ... 10.01 eV

The geometry in XYZ format:
```
19
C6H11OP ωB97M-V with the def2-TZVPD basis set
C 1.551 -1.705 -0.458
C 0.362 -0.879 -0.092
C -0.996 -1.333 0.232
P -2.097 0.083 0.288
O -3.370 -0.136 -0.415
C -0.922 1.138 -0.624
C 0.464 0.579 -0.386
C 0.973 1.279 0.950
H 2.400 -1.517 0.144
H 1.941 -1.373 -1.471
H 1.328 -2.744 -0.626
H -1.241 -2.336 0.447
H -2.431 0.587 1.540
H -0.930 2.268 -0.555
H -1.381 1.038 -1.551
H 1.128 0.668 -1.298
H 0.060 1.425 1.468
H 1.458 2.339 0.886
H 1.703 0.618 1.519
```

natural (NBO) atomic charge list, values in e, 2 entries: C -0.672; C 0.154

***

*x*
Computed, not measured: 2 unconnected molecules or ions with the total composition C6H11OP, with ωB97M-V with the def2-TZVPD basis set.

Net charge ... 0
2S+1 ... 1
Kohn-Sham gap (spin up / spin down) ... 7.93 / 8.03 eV

The geometry in XYZ format:
```
19
C6H11OP ωB97M-V with the def2-TZVPD basis set
C 0.732 -1.895 -2.432
C 0.643 -0.798 -1.698
C 0.494 1.450 1.197
C -1.030 1.374 1.152
C 0.999 0.012 1.100
C -1.388 0.538 -0.075
O -0.928 -3.163 0.892
P -0.148 -0.833 -0.074
H 1.190 -1.909 -3.407
H 0.337 -2.822 -2.050
H 1.022 0.165 -2.022
H 0.855 2.036 0.351
H 0.844 1.926 2.113
H -1.393 0.873 2.049
H -1.484 2.364 1.101
H 2.033 -0.072 0.768
H 0.901 -0.499 2.062
H -2.399 0.136 -0.031
H -1.280 1.116 -0.997
```

natural (NBO) atomic charge list, values in e, 2 entries: C -0.311; C -0.548

***

Each structure's energy above the most stable one, in eV: *w* 0.000; *x* 4.373.

***

*w*
Computed, not measured: a molecular structure, C3H4AgO4, with ωB97M-V with the def2-TZVPD basis set.

Net charge ... +1
2S+1 ... 1
Kohn-Sham gap ... 8.76 eV

The geometry in XYZ format:
```
12
C3H4AgO4 ωB97M-V with the def2-TZVPD basis set
O 1.431 0.657 -1.537
C 0.993 -0.337 -0.766
C 1.852 1.678 -0.700
O 0.151 -1.146 -1.081
O 1.397 -0.110 0.485
C 1.827 1.206 0.549
Ag -1.745 -2.284 -0.633
H 2.322 2.539 -1.161
H 2.208 1.567 1.497
H -3.394 -0.462 1.024
O -3.204 -1.411 0.893
H -3.838 -1.897 1.430
```

natural (NBO) atomic charge list, values in e, 2 entries: O -0.422; C 0.999

***

*x*
Computed, not measured: a molecular structure, C3H4AgO4, with ωB97M-V with the def2-TZVPD basis set.

Net charge ... +1
2S+1 ... 1
Kohn-Sham gap ... 7.03 eV

The geometry in XYZ format:
```
12
C3H4AgO4 ωB97M-V with the def2-TZVPD basis set
H 1.381 -0.603 0.390
H 0.607 1.810 -1.217
C 1.010 0.836 -0.889
C 0.377 0.032 0.207
O -0.701 -0.719 -0.256
C -1.699 -0.941 0.610
O -1.590 -1.498 1.669
O -2.800 -0.431 0.094
Ag 4.853 0.629 -0.758
O 2.221 0.559 -0.987
H -0.089 1.070 0.550
H -3.571 -0.745 0.586
```

natural (NBO) atomic charge list, values in e, 2 entries: H 0.250; H 0.173

***

Each structure's energy above the most stable one, in eV: *w* 0.000; *x* 2.856.

***

*w*
Computed, not measured: C4H6IN in the gas phase, with ωB97M-V with the def2-TZVPD basis set.

Net charge ... 0
Structure (SMILES) ... CCC1=N[C@H]1I
2S+1 ... 1
Kohn-Sham gap ... 9.00 eV

The geometry in XYZ format:
```
12
C4H6IN ωB97M-V with the def2-TZVPD basis set
C -0.327 1.111 1.053
C -1.021 0.412 -0.224
C -0.006 -0.309 -0.921
N 0.793 -0.535 -1.809
C 1.050 -1.580 -0.762
I 2.790 -1.525 0.450
H 0.036 0.440 1.894
H -1.036 1.943 1.441
H 0.521 1.745 0.642
H -1.653 1.029 -0.963
H -1.808 -0.182 0.084
H 0.661 -2.550 -0.885
```

natural (NBO) atomic charge list, values in e, 2 entries: C -0.610; C -0.492

***

*x*
Computed, not measured: 2 unconnected molecules or ions with the total composition C4H6IN, with ωB97M-V with the def2-TZVPD basis set.

Net charge ... 0
Structure (SMILES) ... C=NCI.C#C
2S+1 ... 1
Kohn-Sham gap ... 9.54 eV

The geometry in XYZ format:
```
12
C4H6IN ωB97M-V with the def2-TZVPD basis set
C 1.219 2.601 -0.489
N 0.418 1.622 -0.607
C 0.639 0.289 -0.288
I 2.872 -0.297 0.157
H 0.815 3.605 -0.908
H 2.251 2.401 -0.444
H 0.259 -0.565 -0.931
H 0.257 0.174 0.778
C -1.119 -2.277 0.098
C -0.131 -2.868 0.382
H -2.059 -1.908 -0.151
H 0.752 -3.606 0.521
```

natural (NBO) atomic charge list, values in e, 2 entries: C -0.045; N -0.401

***

Each structure's energy above the most stable one, in eV: *w* 0.000; *x* 0.745.

***

*w*
Computed, not measured: a molecular structure, C4H8O3Sm, with ωB97M-V with the def2-TZVPD basis set.

Net charge ... +2
2S+1 ... 7
Kohn-Sham gap (spin up / spin down) ... 8.79 / 9.89 eV

The geometry in XYZ format:
```
16
C4H8O3Sm ωB97M-V with the def2-TZVPD basis set
H -0.677 -1.684 1.077
C 0.678 -1.413 -0.589
H -0.093 -1.261 -1.352
H 1.562 -1.868 -1.043
C 0.180 -2.183 0.608
H 0.977 -2.308 1.351
H -0.138 -3.175 0.260
O 1.162 -0.086 -0.188
C 0.399 0.990 -0.173
O 1.014 2.061 -0.075
Sm 3.411 1.675 0.065
O -0.861 0.821 -0.271
C -1.744 1.924 0.031
H -1.524 2.290 1.038
H -1.595 2.713 -0.712
H -2.750 1.505 -0.029
```

Löwdin atomic charge list, values in e, 2 entries: H 0.094; C -0.151

***

*x*
Computed, not measured: a molecular structure, C4H8O3Sm, with ωB97M-V with the def2-TZVPD basis set.

Net charge ... +2
2S+1 ... 7
Kohn-Sham gap (spin up / spin down) ... 7.32 / 7.32 eV

The geometry in XYZ format:
```
16
C4H8O3Sm ωB97M-V with the def2-TZVPD basis set
C -3.403 -1.046 -0.465
C -2.117 -1.827 -0.381
O -1.245 -1.057 0.501
H -4.068 -1.531 -1.190
H -3.902 -0.990 0.510
H -3.189 -0.027 -0.810
H -1.630 -1.936 -1.358
H -2.238 -2.800 0.108
Sm -0.131 1.226 1.058
O 0.078 -1.278 0.171
O 1.414 -0.108 -0.284
C 2.253 -1.099 -0.443
C 1.602 -2.331 -0.608
H 1.930 -3.152 0.034
H 3.288 -1.026 -0.091
H 1.170 -2.466 -1.605
```

natural (NBO) atomic charge list, values in e, 2 entries: C -0.641; C -0.083

***

Each structure's energy above the most stable one, in eV: *w* 0.000; *x* 8.007.

***

*w*
Computed, not measured: 2 unconnected molecules or ions with the total composition C5H8N2, with ωB97M-V with the def2-TZVPD basis set.

Net charge ... +2
2S+1 ... 1
Kohn-Sham gap (spin up / spin down) ... 7.18 / 7.28 eV

The geometry in XYZ format:
```
15
C5H8N2 ωB97M-V with the def2-TZVPD basis set
C -0.040 0.827 -0.225
C 1.086 0.186 -0.368
C 2.484 0.408 -0.294
C -2.956 0.356 -0.023
C 3.401 -0.447 0.253
N -1.858 -0.253 -0.264
N -4.156 -0.143 0.145
H 0.744 -0.839 -0.382
H 2.639 1.384 -0.598
H -2.886 1.438 0.042
H 3.186 -1.521 0.037
H 3.046 -0.328 1.387
H 4.493 -0.111 0.076
H -5.105 0.196 0.066
H -4.075 -1.153 0.148
```

natural (NBO) atomic charge list, values in e, 2 entries: C 0.642; C -0.662

***

*x*
Computed, not measured: a gas-phase ion, C5H8N2 (charge +2), with ωB97M-V with the def2-TZVPD basis set.

Net charge ... +2
2S+1 ... 1
Kohn-Sham gap (spin up / spin down) ... 8.19 / 8.02 eV

The geometry in XYZ format:
```
15
C5H8N2 ωB97M-V with the def2-TZVPD basis set
C 0.226 1.086 -2.058
C 1.050 0.523 -1.130
C -1.744 0.781 -0.901
C 0.744 -0.215 1.241
C 0.271 -1.540 1.519
N -1.115 1.239 -1.895
N 0.774 0.205 0.065
H 0.632 1.531 -2.898
H 2.063 0.279 -1.466
H -2.461 1.224 -0.315
H 1.066 0.480 1.907
H 0.706 -2.287 0.748
H 0.657 -1.912 2.425
H -0.824 -1.557 1.797
H -1.693 1.620 -2.621
```

natural (NBO) atomic charge list, values in e, 2 entries: C 0.121; C 0.062

***

Each structure's energy above the most stable one, in eV: *w* 2.814; *x* 0.000.